Entry 1:
{
  "formula": "C16H45N3O7",
  "method": "ωB97M-V/def2-TZVPD",
  "multiplicity": 1,
  "relative_energy_ev": 0.910,
  "smiles": "COC[C@H](C)N.COC[C@H](C)N.COC[C@H](C)N.OCCO.OCCO",
  "elements": ["C", "C", "C", "O", "C", "N", "H", "H", "H", "H", "H", "H", "H", "H", "H", "H", "H", "C", "C", "C", "O", "C", "N", "H", "H", "H", "H", "H", "H", "H", "H", "H", "H", "H", "C", "C", "C", "O", "C", "N", "H", "H", "H", "H", "H", "H", "H", "H", "H", "H", "H", "C", "C", "O", "O", "H", "H", "H", "H", "H", "H", "C", "C", "O", "O", "H", "H", "H", "H", "H", "H"],
  "positions_angstrom": [[4.65248, 1.35658, 7.61524], [4.64259, 1.94023, 6.21195], [3.61183, 1.33925, 5.28312], [3.74841, 1.93827, 4.02378], [2.67815, 1.65509, 3.14188], [4.45361, 3.42610, 6.28822], [5.16019, 2.03530, 8.29509], [5.12586, 0.37172, 7.61178], [3.64477, 1.17741, 8.00324], [5.63894, 1.77622, 5.77632], [2.60303, 1.47946, 5.68971], [3.86130, 0.26516, 5.23565], [2.58206, 2.41195, 2.37047], [1.72340, 1.63624, 3.68524], [2.86248, 0.64486, 2.76082], [4.32155, 3.75052, 5.33785], [5.32172, 3.82722, 6.62074], [0.90765, 0.60289, -5.39247], [-0.61594, 0.59105, -5.23739], [-1.08901, 1.59240, -4.19208], [-2.50176, 1.50287, -4.11176], [-3.01383, 1.30890, -2.81450], [-1.23601, 0.76282, -6.51984], [1.43364, 0.20352, -4.52821], [1.22766, 1.64712, -5.50674], [1.15473, 0.04153, -6.29061], [-0.83639, -0.39568, -4.79951], [-0.83514, 2.60105, -4.54559], [-0.60246, 1.36022, -3.24201], [-2.68616, 2.11832, -2.14708], [-2.60519, 0.38850, -2.37517], [-4.09330, 1.29033, -2.89980], [-0.72084, 1.44503, -7.06244], [-2.20717, 1.02945, -6.43184], [-0.64586, 1.40539, 0.60349], [0.61008, 0.90561, -0.12046], [0.30866, -0.41027, -0.82769], [0.32868, -1.49124, 0.07695], [-0.94182, -2.03330, 0.38153], [1.10179, 1.93873, -1.04721], [-0.41047, 2.32039, 1.16170], [-1.08767, 0.68533, 1.29102], [-1.44741, 1.72221, -0.07223], [1.38555, 0.69523, 0.61599], [1.11658, -0.57570, -1.55403], [-0.60893, -0.34298, -1.42307], [-0.79071, -3.04110, 0.76423], [-1.54327, -2.10837, -0.52851], [-1.44711, -1.42789, 1.13681], [0.33807, 2.15884, -1.68489], [1.17141, 2.82136, -0.54530], [-4.49895, -1.01190, 0.68647], [-5.10465, -1.84787, 1.79286], [-6.47469, -1.46311, 2.05578], [-4.25255, 0.33411, 1.00786], [-5.21865, -1.04885, -0.14771], [-3.61519, -1.56327, 0.36634], [-4.60147, -1.72608, 2.75057], [-5.12534, -2.90435, 1.51203], [-7.02160, -1.76669, 1.32549], [-5.09537, 0.68955, 1.31060], [0.57668, -3.29804, -2.82625], [0.60111, -4.72558, -2.24823], [-0.59825, -5.02438, -1.56215], [1.25843, -3.24150, -4.07000], [1.00113, -2.61751, -2.09274], [-0.47169, -3.04554, -3.02219], [1.43486, -4.79424, -1.55262], [0.76019, -5.40654, -3.08854], [-1.24661, -5.31359, -2.20898], [1.94220, -2.56874, -4.07099]],
  "forces_ev_per_angstrom": [[-0.54, -0.56, -0.22], [0.62, 1.48, 0.09], [0.61, -0.45, 0.50], [-0.22, 0.82, -0.29], [-0.07, -0.78, 0.78], [-0.30, -0.91, 0.01], [0.14, -0.10, 0.06], [0.23, 0.14, 0.09], [-0.03, 0.32, -0.06], [-0.16, -0.35, -0.13], [-0.01, 0.00, -0.04], [-0.43, 0.00, -0.12], [0.43, -0.03, -0.16], [0.06, 0.02, -0.01], [-0.33, 0.14, -0.51], [0.03, 0.13, -0.04], [-0.04, 0.13, 0.03], [-0.43, 0.77, -0.09], [0.78, -0.70, 1.06], [-0.08, -0.04, -0.70], [-0.11, 0.03, -0.02], [0.82, 0.18, 0.10], [-0.02, -0.21, -0.35], [-0.08, -0.11, 0.06], [0.19, -0.16, -0.17], [0.21, -0.05, 0.04], [-0.42, -0.01, -0.40], [0.13, 0.04, 0.33], [-0.09, 0.14, 0.10], [-0.29, 0.08, -0.03], [-0.36, -0.13, -0.04], [-0.10, -0.12, 0.18], [-0.23, 0.11, -0.05], [0.01, 0.10, -0.04], [-0.02, 0.50, 0.41], [-1.05, 0.47, 0.28], [1.14, 0.40, -0.53], [-0.24, -0.09, -0.16], [0.21, -0.08, -0.01], [-0.28, -0.05, -0.22], [0.06, -0.21, 0.17], [0.12, -0.03, 0.08], [0.15, -0.31, -0.29], [0.12, 0.01, -0.05], [-0.02, 0.00, 0.08], [-0.21, -0.13, 0.25], [0.03, 0.02, 0.03], [-0.14, 0.01, 0.06], [-0.18, -0.02, -0.04], [0.11, -0.20, -0.18], [0.34, -0.17, 0.21], [-0.78, -0.84, -0.30], [-1.24, 0.15, 0.23], [0.40, 0.23, 0.10], [0.34, -0.15, 0.17], [0.17, -0.12, -0.09], [0.38, 0.67, -0.07], [0.21, 0.00, -0.10], [0.42, -0.02, -0.04], [0.02, -0.01, -0.03], [0.02, 0.09, 0.08], [-0.22, -0.29, -0.08], [0.14, 0.55, -0.66], [-0.02, -0.10, 0.33], [0.24, -0.17, -0.14], [-0.11, 0.17, -0.05], [0.01, 0.15, 0.20], [-0.09, -0.32, 0.12], [0.11, -0.09, 0.10], [-0.04, 0.02, 0.00], [-0.05, 0.03, 0.16]],
  "mulliken_charge": [-1.382, 0.609, -0.796, -0.352, -0.663, -0.815, 0.356, 0.359, 0.327, 0.255, 0.421, 0.287, 0.255, 0.351, 0.271, 0.263, 0.247, -1.520, 0.576, -0.025, -0.451, -0.520, -0.687, 0.307, 0.416, 0.416, 0.140, 0.399, -0.484, 0.284, 0.121, 0.352, 0.253, 0.278, -1.196, 0.871, -0.450, -0.397, -0.766, -0.668, 0.402, 0.361, 0.081, -0.171, 0.330, 0.232, 0.340, 0.296, 0.278, 0.250, 0.352, 0.049, -0.610, -0.543, -0.476, 0.326, 0.038, 0.296, 0.332, 0.316, 0.286, 0.610, -0.684, -0.504, -0.594, -0.237, 0.124, 0.287, 0.339, 0.319, 0.335]
}



Entry 2:
{
  "formula": "C16H45N4O5Ti2",
  "method": "ωB97M-V/def2-TZVPD",
  "total_charge": 1,
  "multiplicity": 7,
  "relative_energy_ev": 5.284,
  "elements": ["Ti", "Ti", "O", "H", "C", "C", "C", "O", "C", "N", "H", "H", "H", "H", "H", "H", "H", "H", "H", "H", "H", "C", "C", "C", "O", "C", "N", "H", "H", "H", "H", "H", "H", "H", "H", "H", "H", "H", "C", "C", "C", "O", "C", "N", "H", "H", "H", "H", "H", "H", "H", "H", "H", "H", "H", "C", "C", "C", "O", "C", "N", "H", "H", "H", "H", "H", "H", "H", "H", "H", "H", "H"],
  "positions_angstrom": [[-1.85373, -1.81961, 12.93666], [-4.93655, -1.57466, 16.13063], [-4.64750, -3.54972, 13.12425], [-4.77453, -4.37944, 12.62431], [0.48355, -6.13624, 17.10577], [-0.48037, -6.58879, 16.02143], [-1.63645, -7.46365, 16.57812], [-2.28768, -7.00531, 17.72824], [-3.26686, -7.91465, 18.24003], [-1.18523, -5.52414, 15.36990], [0.78896, -6.93744, 17.77875], [0.02344, -5.44901, 17.81577], [1.34893, -5.60568, 16.70863], [0.06401, -7.22832, 15.32662], [-1.21706, -8.46876, 16.62246], [-2.44805, -7.53254, 15.85379], [-2.95973, -8.95540, 18.34310], [-4.12644, -7.97082, 17.57214], [-3.70676, -7.47997, 19.13760], [-2.16230, -5.72859, 15.21615], [-1.19211, -4.77107, 16.04290], [-7.71146, -1.59862, 9.56987], [-8.28388, -0.73181, 10.59779], [-9.50895, -1.35124, 11.40987], [-10.73557, -1.45942, 10.69337], [-11.37425, -0.19419, 10.57603], [-7.20502, -0.38528, 11.53261], [-7.34357, -2.56027, 9.92763], [-6.91118, -1.05437, 9.06843], [-8.42409, -1.89548, 8.80036], [-8.70376, 0.09432, 10.02393], [-9.65702, -0.75632, 12.31113], [-9.25581, -2.31637, 11.84868], [-10.80035, 0.51106, 9.97490], [-11.75353, 0.21774, 11.51121], [-12.27748, -0.45805, 10.02591], [-6.52101, 0.13469, 11.00170], [-6.69868, -1.23659, 11.73010], [-8.12410, -9.05872, 13.10008], [-7.68362, -7.65122, 12.47010], [-8.77817, -7.19825, 11.43887], [-8.89277, -8.11413, 10.32276], [-7.90066, -8.04567, 9.33142], [-7.41346, -6.64301, 13.47493], [-9.12185, -9.09506, 13.53742], [-7.34589, -9.37269, 13.79571], [-8.19780, -9.77404, 12.28094], [-6.74560, -7.75840, 11.92537], [-8.57663, -6.21313, 11.01813], [-9.72885, -6.97187, 11.92164], [-6.87479, -8.13098, 9.68976], [-7.97758, -7.16009, 8.70060], [-8.09183, -8.90450, 8.68802], [-6.91557, -5.85250, 13.09113], [-6.70964, -7.02350, 14.09134], [3.43176, -3.89100, 11.46747], [2.07330, -3.39412, 11.10263], [1.13062, -4.46751, 10.62267], [-0.14373, -3.92218, 10.19132], [-1.10536, -4.95081, 9.90396], [1.40804, -2.69986, 12.20237], [3.95942, -4.12313, 10.54238], [3.21246, -4.78093, 12.05742], [4.00650, -3.17494, 12.05486], [2.16434, -2.54898, 10.42032], [0.97027, -5.22169, 11.39313], [1.47600, -4.91326, 9.68986], [-1.04857, -5.73279, 10.66117], [-0.88675, -5.47082, 8.97127], [-2.03065, -4.38619, 9.78926], [1.04987, -3.37049, 12.86726], [1.94459, -1.99505, 12.68761]],
  "forces_ev_per_angstrom": [[-0.66, -1.30, -0.44], [-0.08, -0.51, -0.71], [0.89, 0.84, 0.24], [0.38, 0.62, 0.43], [-0.16, 0.50, 0.49], [-1.80, -1.25, 1.30], [0.36, -1.26, -0.54], [0.55, -0.20, 1.20], [-0.65, 0.64, -0.69], [0.72, 2.38, -0.64], [0.25, -0.31, -0.48], [-0.41, 0.23, -0.17], [0.11, -0.26, -0.13], [-0.07, 0.06, -0.28], [-0.19, -0.49, 0.88], [0.21, -0.14, -0.84], [0.60, 0.17, 0.38], [-0.10, 0.09, -0.56], [0.60, -0.20, 0.25], [0.08, -0.23, -0.18], [-0.09, 0.44, -0.09], [-0.02, -1.65, -1.85], [-1.61, -0.62, 1.27], [0.75, 0.42, -0.03], [1.11, 0.48, 0.55], [-1.03, -1.05, -0.87], [-0.34, 0.76, 0.25], [0.32, 0.07, 0.39], [0.17, -0.17, -0.11], [-0.23, 0.22, -0.14], [0.28, 0.72, 0.66], [-0.05, 0.58, -0.04], [0.08, -0.43, -0.58], [0.05, 0.18, 0.26], [0.59, 0.09, 0.34], [-0.05, 0.35, -0.25], [0.10, 0.44, -0.04], [-0.05, -0.47, 0.27], [0.72, 1.31, -1.15], [-1.29, -1.11, -0.65], [1.14, 0.24, -0.48], [-0.51, 0.33, 1.46], [-0.14, -0.30, -0.30], [-0.29, 0.26, 0.84], [0.16, 0.59, 0.35], [-0.20, -0.18, 0.14], [0.35, -0.03, -0.05], [-0.07, -0.76, -0.46], [0.73, 0.30, -0.06], [-0.30, -1.03, 0.03], [0.07, 0.04, 0.31], [-0.09, 0.35, 0.10], [0.08, 0.00, -0.03], [-0.24, 0.33, -0.47], [-0.10, -0.26, 0.45], [-0.20, -0.75, -0.13], [-0.77, 2.37, 0.03], [-1.02, 0.46, -1.84], [0.30, -0.17, 0.99], [0.94, 0.67, -0.24], [-1.64, 0.09, 1.12], [0.26, -0.29, 0.24], [0.81, -0.28, 0.15], [-0.10, -0.02, -0.09], [0.04, -0.53, -0.95], [0.05, -0.18, 0.18], [0.79, -0.51, 0.32], [-0.65, 0.18, 0.39], [0.14, 0.17, -0.34], [-0.24, -0.64, 0.30], [0.26, -0.14, 0.46], [0.39, -0.22, -0.12]],
  "mulliken_charge": [0.772, 0.893, -0.940, 0.145, -1.411, 0.483, -0.992, -0.310, -0.752, -0.560, 0.361, 0.352, 0.351, 0.241, 0.413, 0.484, 0.319, 0.286, 0.268, 0.222, 0.272, -1.496, 0.747, -0.809, -0.344, -0.707, -0.755, 0.313, 0.404, 0.351, 0.100, 0.381, 0.364, 0.298, 0.301, 0.257, 0.321, 0.290, -1.290, 0.514, -0.556, -0.340, -0.706, -0.732, 0.325, 0.369, 0.314, 0.228, 0.192, 0.385, 0.290, 0.284, 0.261, 0.199, 0.264, -1.332, 0.135, -0.762, -0.291, -0.678, -0.455, 0.334, 0.323, 0.393, 0.323, 0.451, 0.399, 0.295, 0.291, 0.246, 0.209, 0.207]
}



Entry 3:
{
  "formula": "C16H45N4O7V2",
  "method": "ωB97M-V/def2-TZVPD",
  "total_charge": 3,
  "multiplicity": 3,
  "relative_energy_ev": 4.246,
  "elements": ["O", "V", "O", "V", "O", "H", "C", "C", "C", "O", "C", "N", "H", "H", "H", "H", "H", "H", "H", "H", "H", "H", "H", "C", "C", "C", "O", "C", "N", "H", "H", "H", "H", "H", "H", "H", "H", "H", "H", "H", "C", "C", "C", "O", "C", "N", "H", "H", "H", "H", "H", "H", "H", "H", "H", "H", "H", "C", "C", "C", "O", "C", "N", "H", "H", "H", "H", "H", "H", "H", "H", "H", "H", "H"],
  "positions_angstrom": [[3.80051, 0.83462, -0.09535], [2.47924, 1.00411, -0.79394], [1.53747, -3.37909, 2.68568], [1.46586, -2.01579, 1.76565], [1.34494, -0.14448, 0.62824], [0.54807, 0.36100, 0.88128], [0.98768, -5.51026, 0.36052], [1.34065, -4.33080, -0.57966], [0.84501, -4.50353, -1.97385], [1.01910, -3.23547, -2.73238], [0.78767, -3.18865, -4.16180], [0.70057, -3.18455, 0.08851], [-0.08948, -5.67627, 0.37698], [1.54383, -5.68252, 1.28201], [1.11562, -6.47077, -0.13863], [2.42529, -4.22985, -0.61792], [-0.23722, -4.61612, -1.90903], [1.24955, -5.30425, -2.59295], [1.64816, -3.52918, -4.73773], [0.64013, -2.15544, -4.47614], [-0.12284, -3.76238, -4.33468], [-0.27933, -3.42545, 0.13177], [0.58358, -2.50503, -0.64951], [-1.00463, 1.84638, -1.10965], [-0.57666, 0.82011, -2.23321], [-1.37940, 0.98358, -3.59921], [-0.61517, 0.46657, -4.61375], [-1.44484, 0.21028, -5.78855], [0.80889, 1.33694, -2.37396], [-0.61328, 1.41222, -0.18962], [-2.08274, 1.76370, -0.97196], [-0.75253, 2.90236, -1.20681], [-0.52417, -0.22996, -1.94563], [-1.53588, 2.06117, -3.64823], [-2.35064, 0.48900, -3.61335], [-2.28808, 0.89022, -5.90985], [-1.82828, -0.80230, -5.66305], [-0.76315, 0.24168, -6.63850], [0.95295, 1.02488, -3.32368], [0.63127, 2.30941, -2.58098], [1.77810, 2.77356, 2.38143], [1.20891, 3.48414, 1.08416], [1.39836, 5.03957, 1.24568], [2.76280, 5.28960, 1.49291], [2.98595, 6.51474, 2.26057], [1.97272, 3.08698, -0.13174], [1.13518, 3.05644, 3.21494], [2.79485, 3.11529, 2.57514], [1.80381, 1.68388, 2.38869], [0.13000, 3.37157, 0.97742], [0.70830, 5.35861, 2.02678], [1.19531, 5.64461, 0.36205], [3.08814, 7.40290, 1.63702], [3.96328, 6.44979, 2.73879], [2.37525, 6.82601, 3.10807], [1.74144, 3.73851, -0.86802], [2.82252, 3.59309, 0.07267], [-1.34390, 0.64933, 2.75263], [-1.44715, -0.73891, 3.39467], [-2.91151, -1.26787, 3.62095], [-3.54154, -1.71665, 2.42645], [-4.72191, -2.45894, 2.61375], [-0.76865, -1.67179, 2.53854], [-1.73940, 1.38032, 3.45785], [-1.99161, 0.76379, 1.88345], [-0.30684, 0.94361, 2.59134], [-1.11482, -0.61170, 4.42496], [-3.60258, -0.56089, 4.07995], [-2.83171, -2.10131, 4.31888], [-4.85955, -2.78081, 1.58150], [-5.64067, -1.89256, 2.76609], [-4.53574, -3.29242, 3.29107], [-1.07238, -2.54799, 2.93869], [-1.40291, -1.60086, 1.75573]],
  "forces_ev_per_angstrom": [[1.81, -0.19, 0.04], [-3.84, 0.98, 1.37], [0.41, 4.46, -2.44], [-2.79, -4.42, 1.82], [0.67, 0.00, -0.54], [0.36, -0.27, -0.06], [-0.13, -1.74, -1.86], [1.40, -2.02, 1.79], [-1.40, 1.72, -2.46], [0.68, 0.21, 1.41], [-0.25, -0.57, 0.69], [0.01, 2.20, -0.57], [-0.39, 0.89, 0.99], [-0.35, 0.82, 0.10], [0.97, -0.07, -0.54], [0.07, 0.44, 0.23], [-0.33, -0.51, -0.14], [0.31, -0.25, 0.67], [-0.07, -0.51, 0.18], [-0.20, 0.09, 0.47], [0.12, -0.04, -0.57], [-0.53, -0.54, 1.03], [0.55, 0.95, -0.69], [-2.13, -2.66, 0.16], [-0.98, 2.06, 0.69], [0.59, 0.17, 2.17], [0.12, 0.26, -0.93], [0.86, -0.73, 0.07], [0.96, -0.93, -1.89], [0.19, 0.52, 0.22], [-0.17, 0.34, 0.07], [0.20, -0.27, -0.46], [-0.21, 0.10, 0.33], [-0.20, 0.38, -0.58], [-0.17, 0.01, 0.73], [0.31, 0.29, 0.14], [-0.15, -0.03, -0.20], [-0.29, 0.08, 0.00], [1.28, -0.51, -0.88], [0.43, 0.65, 0.23], [-0.52, 0.65, -0.84], [0.16, 0.90, 1.55], [0.46, -0.54, -0.06], [-0.43, 0.78, 1.68], [1.78, 0.64, -0.06], [0.77, -0.62, -0.14], [0.13, 0.17, 0.04], [-0.11, 0.13, 0.00], [-0.13, -0.03, -0.49], [0.11, -0.57, -0.25], [0.21, 0.12, 0.29], [-0.85, -0.40, -0.48], [-0.37, -0.23, -0.53], [0.16, -0.52, -0.29], [-1.06, -0.99, -0.27], [-1.08, -0.16, -0.85], [1.51, -0.41, 0.52], [-0.90, 0.17, 0.77], [-1.93, 2.64, 0.93], [-0.50, -0.09, -0.36], [1.93, 1.20, 0.31], [-0.24, -0.54, -1.71], [1.26, -1.27, -0.45], [0.05, 0.07, 0.07], [0.27, -0.19, -0.37], [0.05, -0.06, -0.20], [0.83, -0.61, -0.15], [0.52, 0.53, 0.30], [0.06, -0.31, 0.18], [-0.33, -0.87, 0.20], [0.30, 0.36, 0.92], [-0.42, 0.04, 0.08], [0.58, -1.03, -0.06], [-0.01, -0.31, -1.06]],
  "mulliken_charge": [-0.535, 0.763, -0.422, 0.698, 0.552, 0.092, -1.524, 0.305, -0.909, -0.351, -0.625, 0.197, 0.439, 0.348, 0.462, 0.255, 0.366, 0.511, 0.300, 0.063, 0.384, 0.286, 0.080, -0.584, 0.172, -0.926, -0.401, -0.867, -0.047, -0.510, 0.638, 0.412, 0.164, 0.321, 0.522, 0.422, 0.332, 0.266, 0.196, 0.304, -1.345, 0.398, -0.997, -0.341, -0.869, -0.124, 0.423, 0.466, 0.102, 0.235, 0.503, 0.473, 0.341, 0.309, 0.347, 0.227, 0.387, -0.828, -0.027, -1.001, -0.311, -0.762, -0.139, 0.539, 0.300, -0.330, 0.438, 0.509, 0.498, 0.253, 0.296, 0.339, 0.262, 0.278]
}